# C20H18F6N3

C20H18F6N3 as an isolated structure (ωB97M-V/def2-TZVPD, the OMol25 dataset).

relative energy (zero: lowest compared OMol25 entry of this formula, charge and spin) = 35.5 kJ/mol
LUMO level = -3.96 eV
multiplicity = 1
net charge = +1

Atoms and positions in Å:
H 4.48 4.59 -4.16
C 0.34 3.04 -0.36
C 0.31 2.02 3.42
C 1.87 2.61 5.27
H 3.22 4.28 -5.29
C -3.59 2.70 -0.31
C 2.92 0.69 -2.55
H 0.71 4.07 -0.70
F -5.28 1.37 -2.83
H -0.97 1.50 1.83
H 5.01 2.27 -4.30
C 1.47 2.65 3.83
N 1.65 2.50 -1.59
C -1.45 3.10 -2.02
H -0.28 1.51 4.18
F 2.44 1.40 5.53
H 1.01 0.48 -1.50
C -5.16 2.61 -2.26
N 3.22 1.96 -3.16
H -0.63 3.30 -2.71
F -6.16 2.74 -1.34
H 2.40 0.97 -0.42
F 0.79 2.76 6.10
H 2.55 0.01 -3.32
H -4.46 2.54 0.31
C -1.14 2.91 -0.68
C 1.94 1.07 -1.43
F 2.77 3.57 5.63
C 1.83 3.44 1.60
H 3.82 0.20 -2.22
H 3.19 3.75 3.26
H -2.24 3.00 1.29
C -3.79 2.77 -1.67
H 3.57 1.93 -5.24
C 2.27 3.31 2.92
H 2.46 4.01 0.91
N 2.66 4.11 -3.26
C 3.62 3.95 -4.33
C -0.08 2.09 2.08
F -5.45 3.51 -3.26
C 2.46 2.93 -2.60
H -2.91 3.05 -3.60
H 2.26 5.03 -2.98
C -2.29 2.89 0.20
C -2.73 2.97 -2.54
C 3.94 2.44 -4.34
C 0.68 2.79 1.09


# C5H7N3O2

One molecule with the formula C5H7N3O2 (ωB97M-V/def2-TZVPD, the OMol25 dataset).

relative energy (zero: lowest compared OMol25 entry of this formula, charge and spin) = 441.1 kJ/mol
LUMO level (spin up / spin down) = -0.31 / -0.30 eV
multiplicity = 1
net charge = 0

Atoms and positions in Å:
C -0.45 -0.69 -0.44
H 2.68 -0.22 -0.30
H -3.26 1.59 -0.64
O -0.11 -1.35 -1.54
H 1.61 -2.42 -1.84
C 0.60 -0.26 0.29
H 1.03 0.77 2.07
N -2.80 1.18 0.16
H 1.68 -0.73 -2.40
C 1.86 -0.93 -0.22
O -1.25 1.88 2.27
C 1.34 -1.39 -1.60
N 0.42 0.66 1.28
C -0.82 1.27 1.31
H 2.18 -1.77 0.41
H -3.24 1.25 1.08
N -1.48 1.15 0.11


# H70O35

A 35-piece molecular cluster, H70O35 overall (ωB97M-V/def2-TZVPD, the OMol25 dataset).

relative energy (zero: lowest compared OMol25 entry of this formula, charge and spin) = 44.8 kJ/mol
LUMO level = -0.16 eV
multiplicity = 1
net charge = 0

Atoms and positions in Å:
H 8.13 -10.19 -4.36
O 15.52 -16.22 -11.83
O 11.95 -14.02 -11.32
H 13.65 -19.07 -5.52
H 13.42 -11.91 -9.55
H 13.43 -13.94 -12.43
H 6.60 -13.19 -5.67
H 11.99 -14.65 -10.55
H 9.95 -18.82 -8.67
O 9.62 -8.49 -7.82
H 9.34 -17.33 -10.17
O 13.46 -13.18 -4.18
H 10.14 -13.28 -8.06
H 10.95 -11.14 -7.08
H 12.01 -13.13 -15.55
H 11.03 -16.90 -10.12
H 16.20 -15.88 -7.95
H 14.01 -12.71 -4.81
O 13.40 -20.02 -8.60
H 10.42 -13.74 -6.69
H 8.27 -9.07 -6.72
H 9.90 -10.49 -10.60
O 13.40 -18.31 -6.09
H 11.22 -13.41 -11.17
O 10.06 -18.80 -7.72
O 8.18 -16.03 -10.19
H 16.28 -16.13 -11.19
O 13.87 -15.59 -5.70
H 11.96 -16.22 -6.68
O 16.73 -17.45 -9.05
O 8.49 -10.86 -3.73
H 13.67 -10.37 -9.49
O 13.53 -13.41 -8.10
O 11.06 -16.39 -12.75
O 11.09 -16.26 -7.09
H 15.38 -15.34 -12.21
H 12.92 -20.86 -8.42
H 14.52 -12.21 -6.96
H 9.08 -13.11 -11.69
O 10.62 -10.07 -10.14
H 13.24 -16.89 -9.58
O 14.02 -17.35 -9.96
H 15.89 -17.86 -9.35
O 14.83 -11.58 -6.29
H 10.68 -19.52 -7.55
H 13.37 -14.04 -4.61
H 13.02 -19.72 -9.41
H 11.47 -11.21 -2.65
O 14.20 -13.85 -12.99
O 12.92 -12.88 -15.38
O 7.49 -13.19 -4.09
H 12.77 -11.91 -15.31
O 10.83 -13.24 -7.40
H 9.28 -14.29 -4.23
H 8.89 -12.60 -10.27
H 10.82 -17.24 -7.11
O 11.63 -16.27 -9.68
H 11.83 -16.60 -2.40
O 11.11 -10.55 -6.33
H 9.66 -15.26 -13.01
H 8.46 -14.62 -13.71
H 13.86 -13.64 -13.92
H 9.73 -18.18 -11.44
O 9.99 -14.49 -4.84
H 14.33 -10.82 -6.58
O 11.58 -16.46 -3.33
H 7.01 -8.76 -5.89
O 8.90 -14.67 -12.87
H 11.77 -12.09 -3.85
H 11.54 -15.61 -12.41
O 13.00 -11.03 -9.59
H 9.98 -8.93 -8.63
H 9.42 -10.84 -3.97
O 7.89 -9.09 -5.83
H 12.44 -16.36 -3.78
H 14.11 -14.18 -8.31
H 7.75 -14.57 -7.20
H 8.18 -15.43 -10.91
O 9.56 -12.68 -10.98
H 6.81 -12.92 -3.46
H 7.99 -10.97 -8.74
H 10.33 -15.36 -4.62
O 6.36 -13.14 -6.63
H 7.47 -12.29 -8.06
O 16.00 -14.93 -7.73
H 10.26 -8.89 -7.18
H 13.15 -18.70 -6.96
H 12.62 -13.70 -7.98
H 11.55 -16.59 -13.53
H 7.86 -15.56 -9.37
O 9.79 -18.16 -10.46
O 8.54 -14.74 -7.73
O 11.05 -11.52 -3.47
H 13.95 -16.51 -5.99
O 7.79 -11.94 -8.91
H 11.27 -16.17 -8.77
H 9.12 -15.23 -7.12
H 17.25 -18.14 -8.65
H 16.83 -14.55 -8.04
H 11.48 -11.20 -5.69
H 11.34 -10.73 -10.00
H 14.37 -16.73 -10.65
H 8.02 -12.33 -4.02
H 14.65 -15.14 -6.17
H 5.44 -12.95 -6.71


# C25H32Cl5N6OSTi

C25H32Cl5N6OSTi as an isolated structure (ωB97M-V/def2-TZVPD, the OMol25 dataset).

relative energy (zero: lowest compared OMol25 entry of this formula, charge and spin) = 0.0 kJ/mol
LUMO level (spin up / spin down) = -1.77 / -2.05 eV
multiplicity = 3
net charge = +1

Atoms and positions in Å:
C -2.00 -0.04 -0.10
C -0.44 -3.49 0.65
H 1.39 -3.73 -1.63
H 3.27 -2.05 1.87
C 1.33 -2.63 -1.68
H 1.74 -1.10 1.97
H -1.84 -1.49 -4.10
H 5.29 0.68 1.60
C 4.17 2.00 0.41
C 3.28 1.72 -1.87
H -2.42 2.96 -0.19
Ti -0.16 0.00 -1.39
H 3.32 2.78 -1.96
Cl -6.36 -0.42 1.24
H 2.09 5.91 2.72
N -2.22 -2.68 -2.28
H 5.04 2.05 -0.19
H -0.77 1.97 1.51
H -0.25 -2.43 0.85
C -3.10 0.06 -0.90
C 1.49 4.99 2.57
H 2.44 1.34 -2.46
C 4.27 0.98 1.55
H 4.29 1.43 -2.30
H 1.82 -2.49 -2.68
C 0.24 3.02 3.17
N 0.00 -2.07 -1.86
N 1.92 -0.54 -0.70
C -3.64 -0.45 1.72
C -3.12 -3.78 -1.83
H 0.51 -4.01 0.54
C -2.55 -4.15 -0.44
Cl -4.09 -0.88 3.32
O 0.27 2.03 -1.00
N 3.11 1.49 -0.44
H 1.55 -2.32 0.36
H -2.75 -5.14 -0.10
H -1.92 4.82 -0.27
H 3.93 1.33 2.52
C 1.05 4.81 1.27
C 2.07 -1.99 -0.55
C -4.42 -0.13 -0.59
H -0.89 -3.94 1.48
H -3.02 -2.79 -4.23
C -2.10 -2.53 -3.76
C -2.33 -0.32 1.18
H -2.99 -4.63 -2.51
H -0.05 2.28 3.90
C -1.06 -2.74 -1.56
N 3.32 -0.05 1.11
N -1.17 -3.71 -0.55
H 3.17 -0.74 3.08
C -0.11 2.80 1.83
Cl -1.13 -0.36 2.47
H -1.36 -3.28 -4.11
C -1.89 3.84 -0.74
Cl -5.71 -0.19 -1.78
H 3.93 3.01 0.70
S -0.08 3.47 -0.85
C -4.71 -0.37 0.79
H 1.32 4.29 4.58
H 1.30 5.52 0.51
H 3.10 -2.33 -0.52
C 2.71 0.25 -0.03
Cl -2.75 0.58 -2.56
H -3.07 -3.49 0.31
C 2.82 -1.06 2.08
C 0.28 3.73 0.90
H -4.15 -3.49 -1.76
C 1.04 4.09 3.53
H -2.23 3.81 -1.78


What is the formula in the first record?
C20H18F6N3


Which formula does entry 1 have?
C20H18F6N3


What did the second record say?
# C5H7N3O2

One molecule with the formula C5H7N3O2 (ωB97M-V/def2-TZVPD, the OMol25 dataset).

relative energy (zero: lowest compared OMol25 entry of this formula, charge and spin) = 441.1 kJ/mol
LUMO level (spin up / spin down) = -0.31 / -0.30 eV
multiplicity = 1
net charge = 0

Atoms and positions in Å:
C -0.45 -0.69 -0.44
H 2.68 -0.22 -0.30
H -3.26 1.59 -0.64
O -0.11 -1.35 -1.54
H 1.61 -2.42 -1.84
C 0.60 -0.26 0.29
H 1.03 0.77 2.07
N -2.80 1.18 0.16
H 1.68 -0.73 -2.40
C 1.86 -0.93 -0.22
O -1.25 1.88 2.27
C 1.34 -1.39 -1.60
N 0.42 0.66 1.28
C -0.82 1.27 1.31
H 2.18 -1.77 0.41
H -3.24 1.25 1.08
N -1.48 1.15 0.11